Below is a molecular structure, C35H34F6N3O4PbS3Sb2, with properties calculated with wB97M-V/def2-TZVPD.

Computed properties:
Energy above the lowest of the compared OMol25 structures with the same formula, charge and spin = 0.0 kcal/mol
Frontier orbital gap = 7.47 eV
HOMO energy = -0.3858 Ha
E = -116634.4664 eV
Lowest unoccupied orbital energy = -3.03 eV
Charge = +1

Each line ends with the Löwdin charge.
Cartesian coordinates (Å):
Pb 0.192 -0.767 -0.667  0.972
F 4.800 0.320 3.527  0.162
C 4.453 0.611 2.282  -0.687
F 5.534 0.658 1.509  0.153
F 3.827 1.781 2.247  0.153
S 3.361 -0.722 1.651  0.577
O 2.670 -0.109 0.520  -0.457
O 4.248 -1.831 1.413  -0.281
N 2.399 -1.061 2.840  -0.280
S 0.990 -0.377 3.038  0.582
O 0.999 1.049 3.268  -0.312
O -0.025 -0.859 2.100  -0.530
C 0.544 -1.183 4.609  -0.706
F 0.430 -2.494 4.440  0.157
F 1.461 -0.925 5.522  0.171
F -0.627 -0.682 4.984  0.154
C -1.631 3.125 0.871  -0.362
C -2.929 2.498 0.341  -0.347
C -3.404 1.248 1.106  -0.348
Sb -2.670 -0.626 0.406  1.445
C -3.945 -0.781 -1.256  -0.390
C -5.330 -0.841 -1.105  -0.115
C -6.150 -0.913 -2.223  -0.070
C -5.593 -0.924 -3.498  -0.072
C -4.216 -0.864 -3.658  -0.079
C -3.394 -0.796 -2.538  -0.145
C -3.499 -1.921 1.826  -0.375
C -2.814 -3.094 2.147  -0.127
C -3.332 -3.963 3.097  -0.070
C -4.527 -3.658 3.733  -0.068
C -5.205 -2.485 3.424  -0.070
C -4.693 -1.611 2.474  -0.125
Sb 0.214 2.167 0.421  1.445
C 0.299 2.571 -1.664  -0.427
C 1.371 2.003 -2.368  -0.198
C 1.470 2.148 -3.747  -0.085
C 0.487 2.843 -4.442  -0.077
C -0.581 3.409 -3.756  -0.070
C -0.674 3.274 -2.375  -0.110
C 1.453 3.738 1.095  -0.365
C 2.229 4.485 0.212  -0.111
C 2.959 5.568 0.688  -0.075
C 2.916 5.903 2.035  -0.075
C 2.152 5.149 2.916  -0.072
C 1.423 4.063 2.452  -0.136
H -1.663 3.183 1.961  0.064
H -1.495 4.141 0.498  0.064
H -2.858 2.279 -0.729  0.082
H -3.716 3.250 0.428  0.112
H -4.482 1.133 0.990  0.051
H -3.185 1.312 2.173  0.071
H -5.780 -0.845 -0.117  0.091
H -7.225 -0.962 -2.099  0.110
H -6.236 -0.985 -4.367  0.109
H -3.782 -0.872 -4.650  0.107
H -2.321 -0.749 -2.686  0.064
H -1.872 -3.332 1.668  0.077
H -2.799 -4.873 3.344  0.111
H -4.930 -4.335 4.476  0.110
H -6.132 -2.246 3.930  0.110
H -5.231 -0.696 2.258  0.090
H 2.161 1.474 -1.835  0.086
H 2.315 1.725 -4.276  0.105
H 0.556 2.952 -5.517  0.107
H -1.340 3.964 -4.295  0.109
H -1.505 3.742 -1.856  0.092
H 2.270 4.242 -0.843  0.090
H 3.560 6.153 0.001  0.107
H 3.482 6.750 2.400  0.107
H 2.127 5.400 3.969  0.109
H 0.853 3.462 3.156  0.088
C 5.616 -4.693 -1.145  0.020
C 4.347 -4.063 -1.624  -0.231
C 4.089 -3.637 -2.895  0.046
C 2.873 -2.988 -3.142  -0.272
N 1.939 -2.826 -2.203  0.068
C 2.167 -3.315 -0.984  -0.790
S 1.071 -3.182 0.318  0.615
N 3.368 -3.893 -0.714  0.120
C 2.551 -2.443 -4.498  -0.003
H 6.425 -4.496 -1.844  0.095
H 5.486 -5.774 -1.061  0.106
H 5.891 -4.307 -0.162  0.099
H 4.833 -3.755 -3.670  0.133
H 3.569 -4.058 0.268  0.144
H 3.451 -2.243 -5.077  0.089
H 1.954 -1.538 -4.404  0.081
H 1.953 -3.181 -5.040  0.103